Molecular formula: C20H22F2N
Method: DFT, the ωB97M-V functional and the def2-TZVPD basis

Output
**Energy above the lowest of the compared OMol25 structures with the same formula, charge and spin**: 31.2 kcal per mole
**Total charge**: +1
**Kohn-Sham gap**: 4.98 eV
**2S+1**: 1

```
45
Properties=species:S:1:pos:R:3:forces:R:3:nbo_charge:R:1
F 4.5597 1.5059 -1.8999 -1.55 0.13 -0.17 -0.3112
F 2.7540 -5.5099 0.8144 -1.43 0.34 -0.38 -0.3098
N -1.2822 1.7866 1.1406 0.52 0.43 -0.25 -0.4603
C 0.4861 -6.2161 0.6505 -0.49 0.58 -0.28 -0.1798
C -0.8409 -5.9150 0.2888 0.19 0.05 0.05 -0.1955
C 3.2047 1.6880 -2.0644 0.81 -0.13 0.69 0.3954
C 2.3280 0.8126 -1.4299 -0.11 0.56 -0.61 -0.2035
C -0.5491 -2.2942 -0.6519 0.50 0.30 -0.54 0.0812
C 1.4501 -5.2192 0.4877 0.90 -0.12 0.23 0.3957
C -1.9336 0.5396 0.9139 -0.31 -0.36 0.19 -0.3946
C 0.3880 -1.3000 -0.9171 -0.32 -0.21 0.06 -0.3269
C -1.1836 -4.6487 -0.1793 0.33 0.41 0.24 -0.1277
C 2.7779 2.7982 -2.7968 -0.99 -0.36 0.18 -0.1804
C 1.1466 -3.9461 0.0393 -0.11 -0.24 0.16 -0.2032
C -2.0501 2.9909 0.8431 -0.24 -0.04 0.17 -0.2109
C 1.3886 2.9963 -2.9435 0.29 -0.05 0.12 -0.1993
C 0.4791 2.1307 -2.3458 0.06 -0.38 -0.01 -0.1126
C -0.0040 0.0016 -1.2281 0.16 -0.76 -1.15 0.1088
C -1.4269 4.1122 1.6991 -0.23 -0.05 -0.23 -0.4153
C -0.2023 -3.6237 -0.2658 0.31 -0.92 0.04 -0.1402
C -0.6039 1.9039 2.4233 -0.03 0.06 0.30 -0.2134
C -0.5058 3.4197 2.7147 0.17 -0.40 0.19 -0.4136
C 0.9266 1.0013 -1.6212 0.92 0.56 -0.07 -0.1399
H -1.1807 -0.2563 0.9408 -0.33 0.03 0.22 0.1821
H 0.3874 1.4296 2.3549 -0.23 0.07 0.14 0.1904
H -1.1644 1.3902 3.2348 0.13 0.14 -0.32 0.1719
H -3.1239 2.8623 1.0933 0.32 0.01 -0.08 0.1752
H 3.4917 3.4992 -3.2163 -0.02 -0.21 0.01 0.2580
H -1.6035 -2.0670 -0.8033 0.08 0.02 0.23 0.2269
H -1.9792 3.2049 -0.2333 -0.15 0.02 0.18 0.1847
H -2.2078 -4.4036 -0.4605 0.20 -0.18 0.15 0.2319
H 1.9386 -3.2029 -0.0455 -0.17 -0.38 0.17 0.2350
H -0.5987 2.2543 -2.4605 0.32 0.15 -0.07 0.2290
H -2.2185 4.6649 2.2079 0.12 0.04 -0.11 0.2215
H 0.7593 -7.1865 1.0568 0.00 0.19 -0.13 0.2583
H -0.8786 4.8193 1.0742 -0.03 -0.06 0.08 0.2137
H -2.3851 0.5393 -0.0841 -0.19 -0.04 0.24 0.1784
H 2.7052 0.0112 -0.8037 0.11 0.18 -0.19 0.2377
H -0.8369 3.6140 3.7395 0.17 0.03 -0.18 0.2207
H 1.4451 -1.5776 -0.9767 -0.51 0.30 0.30 0.2258
H -2.7214 0.2958 1.6549 0.09 0.12 -0.12 0.1807
H -1.6188 -6.6718 0.4034 0.31 0.20 -0.09 0.2458
H 1.0173 3.8335 -3.5339 0.18 -0.18 0.21 0.2445
H 0.5307 3.7608 2.6290 -0.23 0.00 0.00 0.2151
H -1.0648 0.1718 -1.4436 0.48 0.14 0.42 0.2297
```
Forces are in eV/Å.



Molecular formula: C38H63N12O11
Method: DFT, the ωB97M-V functional and the def2-TZVPD basis

Output
**Energy above the lowest of the compared OMol25 structures with the same formula, charge and spin**: 183.0 kcal per mole
**Total charge**: +1
**Kohn-Sham gap**: 3.62 eV
**2S+1**: 1

```
124
Properties=species:S:1:pos:R:3:forces:R:3:lowdin_charge:R:1
O -1.6613 -1.1678 4.3797 -1.68 0.23 -0.31 0.0269
O 0.9657 -1.8038 -5.3153 0.31 0.53 0.24 0.1160
O -2.0053 -3.7608 -1.2133 0.69 -0.95 -4.47 0.0096
O 0.0707 -1.8418 5.4087 -2.01 0.31 0.59 0.0219
O 1.3827 6.1952 0.2207 -2.58 -2.72 1.03 0.1089
O 1.7907 -3.3348 -3.9553 -0.35 1.88 -1.99 -0.0087
O -2.3273 -2.9258 -3.2713 1.90 -4.17 2.52 0.0177
O 2.8657 7.7532 0.1207 -1.65 -2.85 -1.31 -0.0138
O 0.5357 1.9862 0.7787 -2.14 -5.82 -3.52 0.1631
O -5.6923 2.8582 1.4137 -1.73 3.24 -1.85 0.1000
O -4.1733 1.4482 1.7437 -0.63 -0.64 0.65 0.0283
N -3.2843 4.5152 1.5347 -0.26 3.64 0.20 -0.0331
N 4.4417 -0.0248 -2.4333 -3.12 -0.06 -0.87 -0.0855
N -1.9203 -3.8918 -2.4973 -1.80 5.06 1.54 -0.3145
N -1.0543 -1.2928 5.4037 4.10 0.34 0.42 -0.4211
N 3.3487 -5.7998 -1.0733 -2.91 0.58 3.16 -0.0220
N -4.4003 -1.9438 3.3687 3.15 -0.25 -3.25 -0.0723
N -0.6173 7.8572 -3.8643 0.80 -0.88 0.42 -0.0550
N 3.7177 -4.0298 1.5587 -1.39 -0.77 -0.68 -0.0947
N -5.2873 1.9132 1.9617 0.61 -2.58 1.92 -0.4182
N 1.5467 -2.8268 -5.0983 -0.19 -2.49 2.70 -0.4120
N 0.2297 0.9582 -0.0203 2.82 7.50 3.41 0.1280
N 2.2087 6.7372 -0.3793 4.41 6.92 0.72 -0.4122
C 5.0517 -3.4458 3.3777 -4.24 -2.26 -1.67 -0.0311
C 2.7947 -3.7458 2.5127 0.75 1.74 5.06 -0.1361
C 4.9777 -4.0798 1.9067 5.84 3.84 5.89 -0.1756
C -0.7623 7.7762 -2.4443 -2.73 -11.34 -6.76 -0.0260
C -1.1503 5.5332 -3.5273 1.46 3.59 -1.41 -0.1177
C -3.1003 5.9072 1.4907 3.60 0.57 -0.38 -0.0637
C -1.0343 2.0432 -1.9853 0.88 -1.74 13.66 0.0764
C -1.5873 6.1092 1.6657 -2.72 -4.15 -0.09 -0.0659
C 2.2587 -4.8208 -1.0213 0.63 -12.26 10.47 -0.0197
C 0.2097 -1.1608 -1.8443 -4.14 5.17 4.32 -0.1253
C 4.7137 -1.1108 -0.1913 -0.82 4.66 -8.41 -0.0437
C -5.4653 -1.8208 4.1397 -4.80 -3.47 0.39 -0.1797
C -4.5093 -2.8718 2.3237 -4.40 -0.15 2.41 -0.1129
C 1.3557 -5.4908 0.0027 9.20 -2.02 -4.43 -0.0813
C 0.3857 1.4012 -1.4463 -2.28 1.38 -2.21 -0.3880
C 4.2237 -1.2188 -1.6753 0.76 -0.82 1.56 -0.1500
C -1.0833 6.2172 -2.2493 0.41 3.60 -0.40 -0.0862
C -1.0153 4.7542 1.8907 -10.66 1.26 -1.60 -0.0253
C 3.3597 -6.8168 -0.0643 -4.47 2.20 -1.89 -0.0302
C -6.5973 -2.8358 3.6427 4.91 0.90 -0.79 -0.0285
C -1.4893 -5.1958 -3.0603 -0.87 2.56 -1.87 0.0728
C 1.4147 2.5252 -1.6733 1.96 -1.64 -1.50 -0.0141
C 5.1887 0.3052 -0.2263 -2.44 -0.33 -0.36 -0.0727
C 4.7757 1.0072 -1.5783 1.96 -3.15 3.83 -0.1531
C 3.4867 -3.3658 3.8467 3.81 -1.80 -8.23 -0.0079
C -5.8633 -3.5088 2.4387 2.62 3.76 1.44 -0.0748
C 1.9327 -6.6988 0.4887 3.70 -0.49 -0.55 -0.0560
C 0.0197 -0.3818 0.5937 0.72 -1.80 1.21 -0.4051
C 0.7167 0.2282 -2.2763 -0.26 -2.31 -2.39 -0.1518
C 0.8547 -0.5258 1.9087 -0.73 5.60 -4.43 0.0488
C 0.5617 -1.4188 -0.3383 2.06 0.56 -4.00 -0.1081
C -1.3153 -0.4288 6.6717 -1.98 -2.03 0.42 0.0529
C 1.8617 -3.7488 -6.1813 2.57 -2.18 0.30 0.0224
C 2.5957 6.5132 -1.7763 3.89 0.52 2.56 0.0496
C -2.2493 3.7642 1.8387 5.54 7.21 0.06 -0.0901
C -1.4683 -0.5978 0.8737 -0.43 4.48 1.58 0.0304
C -0.7343 6.6152 -4.5203 -0.91 -1.70 0.31 -0.1430
C -6.1943 1.2972 3.0237 4.68 0.94 3.24 0.0772
H 0.4747 0.1612 2.5627 -0.33 2.06 1.98 0.0692
H 3.5377 -4.4048 0.6517 -1.09 -0.01 -0.49 0.0572
H 1.8567 -0.4588 1.6737 2.19 0.34 -0.13 0.0824
H 2.6267 7.4202 -2.2953 -1.12 1.07 -1.01 0.0908
H -0.9443 -5.1658 -4.0053 -0.82 0.54 -0.08 0.1115
H -0.9793 0.5662 6.3117 -0.02 -0.65 0.79 0.0953
H 2.1767 5.6462 -2.0363 -2.14 -2.80 -2.05 0.0339
H -0.2473 8.7672 -4.2893 -0.89 -2.22 0.55 0.1758
H -0.9263 6.9632 1.5407 -0.70 0.11 0.24 0.0698
H 1.7027 -1.4668 -0.4643 -1.32 0.18 1.23 0.1386
H 1.6687 -3.7608 2.4537 1.70 -0.25 -0.68 0.1052
H -4.1793 4.1742 1.3587 -1.55 -0.92 -0.31 0.0721
H -6.3333 0.3012 2.8267 0.28 -2.60 -0.51 0.0328
H -0.6863 -1.0248 7.4827 -1.48 1.94 -1.63 0.1368
H -1.4233 4.4452 -3.8623 0.64 2.50 1.03 0.1008
H 3.8837 0.2252 -3.5243 2.44 -1.34 4.77 0.2672
H 4.1877 -7.5658 -0.0633 -1.13 0.82 0.26 0.1133
H -5.4933 -1.3798 5.1547 0.24 0.03 -1.08 0.0992
H 0.3677 0.2852 -3.3173 -0.65 0.75 0.27 0.1339
H 2.2117 -4.2488 -1.7353 -0.94 6.40 -7.05 -0.0345
H -3.6953 -2.8648 1.6037 -0.52 -0.44 -0.05 0.0835
H -2.5173 -0.4168 6.8677 3.18 -0.07 -0.39 0.1387
H -2.3953 -5.6978 -3.0093 -1.69 -1.37 -0.81 0.0951
H 3.0237 -3.6728 -6.4733 -2.81 -0.71 1.04 0.1715
H 2.3277 2.0952 -1.1993 -0.06 0.79 -0.62 0.0824
H 6.0567 -4.0538 1.2647 -3.86 -0.45 1.36 0.1658
H 4.6547 -1.8858 0.5177 0.23 -0.52 0.81 0.0222
H -1.2813 5.8262 -1.2313 0.10 0.21 -0.90 0.0531
H -1.8343 0.4352 1.2677 0.39 -1.44 -0.61 0.1124
H -5.5943 1.4422 4.0957 -1.40 -0.57 -3.00 0.1747
H -0.4513 8.5592 -2.0053 1.74 5.20 4.13 0.0082
H 1.7447 0.2772 -2.5323 1.52 -0.53 0.69 0.0752
H -2.0393 -0.7318 0.0217 -0.99 -0.64 -1.87 0.0600
H 0.6097 -1.3708 2.2417 -1.65 -7.13 2.63 0.0075
H 2.9887 -2.8898 4.6417 -0.25 0.20 0.98 0.0238
H 5.9337 -3.3868 4.0827 -1.16 -0.04 -1.25 0.0586
H 3.7917 -2.1188 -2.2303 0.81 1.42 0.90 0.0838
H -2.2783 2.7842 1.7347 -0.10 -4.25 -0.02 0.0063
H -0.9573 -1.1008 -1.9443 1.97 -0.49 -0.03 0.1386
H 0.1947 -2.3938 -0.1823 -0.46 -1.08 1.08 0.1003
H 5.5037 0.6532 0.8337 -0.33 0.43 -2.49 0.1007
H 1.6217 2.8882 -2.8063 -0.74 -1.76 2.35 0.1678
H 1.2977 -3.5418 -6.9883 -1.48 1.99 -3.02 0.0376
H -6.0473 -4.0258 1.4987 -1.15 -0.55 0.83 0.0600
H -0.5683 6.4202 -5.6943 -0.54 1.01 3.10 0.1316
H 0.5147 -5.1338 0.1997 -7.28 2.81 1.91 -0.0115
H -0.8953 -5.6488 -2.4113 2.70 -1.64 3.26 0.0389
H 4.0867 -5.5088 -1.6103 2.51 0.16 -1.40 0.0931
H 1.1807 3.4212 -1.2303 -0.81 1.93 1.51 0.0258
H -1.2783 2.9242 -1.2503 0.44 -1.40 -1.60 0.1367
H -3.9433 6.6772 1.2067 1.93 -2.05 0.74 0.1330
H 1.5307 -7.5028 1.1857 0.43 1.68 -0.90 0.1110
H 1.3227 -4.7478 -6.0043 1.98 0.98 0.74 0.1342
H -0.0943 4.5232 2.0707 5.30 -1.37 1.03 -0.0124
H -1.8423 -1.2038 1.6707 0.92 -1.09 0.40 0.0656
H 4.7717 2.0402 -1.9063 0.46 -0.28 0.22 0.0796
H -7.1253 1.6922 3.1727 -2.08 1.96 -0.45 0.0578
H -3.5103 -1.3738 3.1757 -2.23 -0.53 1.84 0.1324
H -7.5383 -3.1258 4.2737 2.07 0.65 -1.68 0.0940
H -1.0873 2.2642 -2.8643 0.33 2.54 -10.08 -0.0331
H 0.5737 -1.9038 -2.3623 1.81 -3.67 -3.13 0.0188
H 3.7017 6.3362 -1.6833 -0.84 -0.17 0.00 0.1286
H -1.7363 1.2822 -1.7563 -1.12 -0.64 -0.02 0.0725
```
Forces are in eV/Å.



Molecular formula: C16H18BaN2O5
Method: DFT, the ωB97M-V functional and the def2-TZVPD basis

Output
**Total charge**: +2
**Kohn-Sham gap**: 7.14 eV
**2S+1**: 1

```
42
Properties=species:S:1:pos:R:3:forces:R:3:nbo_charge:R:1
Ba -2.4521 -0.8062 -0.4255 -0.87 -0.60 0.30 1.7773
O -2.3070 0.3653 -4.1838 -0.30 -1.25 3.28 -0.3812
O 1.7486 -1.9078 0.9095 -0.04 1.52 -0.61 -0.6486
O -5.9616 -0.6190 2.1494 3.24 0.11 -2.00 -0.3728
O -3.4170 2.9554 -1.3482 1.23 -3.66 1.04 -0.3788
O -3.3279 -4.5838 -2.3252 1.28 2.92 1.47 -0.3720
N -0.4597 0.7767 -1.2184 0.70 -0.41 0.37 -0.5988
N 3.1373 -0.3222 1.7435 -1.02 0.05 -0.30 -0.3905
C 2.2882 1.2219 -0.8208 -0.09 -0.16 -0.09 -0.1081
C -6.5541 0.4065 -2.8729 0.43 -0.73 0.29 -0.3991
C 1.6156 0.2380 -0.1046 -0.91 -0.42 0.15 -0.1116
C -6.5609 -0.9197 -3.0723 0.29 0.58 0.45 -0.3983
C 2.8261 -1.8716 3.7051 -0.24 -0.04 0.08 -0.6260
C -4.9901 -0.5964 1.5400 -3.23 -0.10 1.97 0.4148
C -2.4186 -0.0550 -3.1236 0.16 1.26 -4.07 0.4098
C -2.9343 -3.6240 -1.8420 -1.30 -2.89 -1.47 0.4169
C 2.1724 -0.7311 0.8924 0.91 -1.45 1.08 0.6346
C 4.8339 1.4565 1.6573 0.21 0.42 -0.09 -0.6248
C 1.5566 2.0035 -1.7154 -0.29 0.05 -0.42 -0.1986
C 3.7311 -1.3470 2.6309 0.38 0.33 -0.88 -0.2109
C 3.4198 1.0904 2.0633 0.19 -0.47 0.02 -0.2175
C 0.2578 0.0417 -0.3494 0.60 0.68 -0.53 0.0108
C 0.1867 1.7486 -1.9025 0.46 -0.10 0.58 0.0464
C -3.1070 1.8919 -1.0383 -1.65 4.24 -1.03 0.4122
H 3.3147 1.1981 3.1510 -0.15 0.09 -0.23 0.2221
H 5.0349 1.1864 0.6139 0.04 -0.05 0.22 0.2017
H 2.0358 -2.4575 3.2493 -0.12 -0.10 0.12 0.2273
H 2.3841 -1.0620 4.2832 0.02 0.02 0.17 0.2044
H -6.1391 -1.3635 -3.9682 -0.18 0.05 -0.02 0.2053
H 5.5816 0.9748 2.2994 -0.18 0.11 -0.26 0.2336
H 2.0515 2.7958 -2.2973 -0.36 -0.47 0.30 0.2678
H 4.0610 -2.1607 1.9758 0.05 0.11 0.21 0.2285
H -0.4126 2.3381 -2.5947 0.18 -0.12 0.11 0.2260
H 3.4106 -2.5135 4.3615 -0.09 0.02 0.12 0.2396
H 2.6794 1.7368 1.5767 0.18 -0.19 0.25 0.1991
H -6.9660 -1.6027 -2.3237 -0.05 0.17 -0.26 0.2014
H -0.2063 -0.8206 0.1847 0.95 0.63 -0.15 0.1484
H 4.6013 -0.8472 3.0386 0.25 -0.20 0.20 0.2080
H -6.1157 1.0867 -3.5948 -0.19 -0.01 -0.07 0.2033
H 4.9626 2.5384 1.7416 0.11 -0.08 0.09 0.2349
H -6.9335 0.8430 -1.9486 -0.12 -0.07 -0.29 0.2002
H 3.3716 1.3171 -0.6968 -0.48 0.22 -0.10 0.2631
```
Forces are in eV/Å.



Molecular formula: C31H36N3
Method: DFT, the ωB97M-V functional and the def2-TZVPD basis

Output
**Energy above the lowest of the compared OMol25 structures with the same formula, charge and spin**: 40.6 kcal per mole
**Total charge**: +1
**Kohn-Sham gap**: 5.04 eV
**2S+1**: 1

```
70
Properties=species:S:1:pos:R:3:forces:R:3:nbo_charge:R:1
N -4.9009 -2.0331 -2.3965 0.97 0.28 -0.32 -0.3535
N -1.5985 0.3646 3.4115 -0.73 -0.03 -0.35 -0.4027
N 4.6543 1.4909 -3.4635 -1.04 -0.19 -0.14 -0.3491
C -5.5719 -2.1365 -3.6660 -0.13 -0.15 -0.22 -0.4087
C 4.7388 -0.1771 3.4615 -0.08 0.19 0.01 -0.2419
C 3.7831 -1.1962 3.5818 0.04 0.19 -0.10 -0.2154
C 4.9216 1.8957 -4.8189 0.12 0.05 -0.21 -0.4055
C -0.3757 -0.1213 3.1918 1.68 0.65 -0.45 0.0907
C 1.0897 0.7225 -2.8612 0.51 -0.40 -0.07 -0.1222
C 2.4812 0.3810 -0.8718 0.64 0.19 -0.23 -0.1248
C 1.2037 0.2513 -1.5084 -0.39 0.36 0.06 -0.1077
C -2.0894 -1.2639 -0.3552 -0.64 0.00 -0.22 -0.1316
C 2.2084 1.0352 -3.6129 -0.47 0.16 0.02 -0.2910
C 5.6923 1.5422 -2.4530 0.24 0.02 0.36 -0.2005
C -5.6196 -2.2664 -1.1591 -0.17 -0.16 0.34 -0.1991
C 4.9813 1.0746 -1.1635 0.84 -0.02 0.52 -0.4391
C 3.5740 0.8209 -1.5809 -1.18 -0.20 0.29 -0.0693
C 3.0147 1.3803 2.7721 -0.53 -0.56 0.15 -0.2352
C -1.3210 -1.1264 -2.6810 -0.42 0.24 0.26 -0.0851
C -1.0612 -0.8928 -1.2854 0.15 -0.18 -0.09 -0.1913
C 2.4481 -0.9361 3.3018 0.28 0.66 -0.14 -0.1744
C -3.9247 0.4213 3.8867 -0.12 -0.19 0.18 -0.4137
C -4.5693 -2.0075 -0.0611 -0.59 -0.17 0.72 -0.4550
C 3.4502 1.1203 -2.9594 0.85 -0.06 -0.08 0.2767
C -3.5940 -1.7230 -2.1937 -0.83 0.14 0.24 0.2619
C -2.6674 -0.4509 3.9648 -0.06 -0.33 -0.03 -0.2029
C 4.3463 1.1166 3.0764 0.15 -0.56 0.00 -0.2053
C 2.0367 0.3587 2.9022 1.28 -0.73 -0.33 -0.0573
C -2.5842 -1.4612 -3.1353 0.28 -0.05 -0.22 -0.3041
C -3.4986 1.7756 3.2905 0.01 0.17 -0.13 -0.4128
C 0.1345 -0.3269 -0.7723 0.15 -0.20 -0.99 0.0185
C -1.9812 1.7166 3.0504 -0.25 0.13 -0.10 -0.2127
C -3.3256 -1.6589 -0.8033 1.10 0.25 -0.03 0.0008
C 0.6484 0.6085 2.6128 -1.50 -0.25 0.23 -0.4132
H -1.4484 2.4733 3.6528 0.05 -0.38 -0.12 0.2081
H -5.6745 -3.1868 -3.9832 0.04 0.27 0.05 0.2107
H 6.5379 0.8953 -2.7205 -0.19 0.08 -0.05 0.2061
H -1.7518 1.9283 1.9954 0.03 -0.10 0.20 0.1901
H 3.9863 1.9236 -5.3863 0.32 0.06 0.06 0.2147
H 5.4651 0.1747 -0.7711 -0.14 0.10 0.03 0.2391
H -0.2049 -1.1417 3.5596 -0.03 0.59 0.22 0.1987
H -0.5096 -1.0362 -3.4011 -0.30 -0.03 0.22 0.2293
H 5.7881 -0.3945 3.6725 -0.34 0.12 -0.02 0.2185
H 6.0843 2.5641 -2.3573 -0.10 -0.14 -0.08 0.2026
H 5.0548 1.8417 -0.3832 -0.12 -0.20 -0.10 0.2397
H 5.6167 1.1944 -5.3053 -0.20 0.16 0.09 0.2129
H -5.0147 -1.5858 -4.4314 -0.24 -0.11 0.15 0.2161
H -6.4833 -1.5933 -1.0773 0.17 -0.07 -0.11 0.2047
H -4.3454 0.5301 4.8882 -0.07 0.08 -0.18 0.2240
H -4.8984 -1.1920 0.5913 0.13 -0.10 -0.03 0.2289
H -2.4469 -0.7558 5.0013 0.04 0.16 -0.28 0.2007
H 2.6995 2.3802 2.4607 0.10 -0.30 0.12 0.2114
H -4.4521 -2.8973 0.5658 0.09 0.16 -0.05 0.2356
H -6.5810 -1.7120 -3.5646 0.30 -0.05 -0.14 0.2184
H 0.2653 -0.3800 0.3085 0.04 -0.04 -0.06 0.2382
H -6.0046 -3.2942 -1.1202 0.07 0.16 -0.08 0.2048
H 2.6000 0.1030 0.1756 -0.12 0.04 -0.14 0.2423
H 5.0900 1.9141 3.0102 -0.22 -0.26 0.00 0.2165
H 0.1050 0.8419 -3.3082 0.30 -0.12 0.08 0.2264
H 5.3845 2.8937 -4.8223 -0.17 -0.21 -0.07 0.2129
H -4.0137 1.9540 2.3426 0.01 0.05 0.18 0.2112
H -2.7788 -1.3768 3.3793 -0.01 0.17 0.12 0.1837
H -2.8195 -1.5311 -4.1969 0.34 -0.15 0.24 0.2313
H 4.0805 -2.2005 3.8885 -0.01 0.30 -0.10 0.2175
H 1.6935 -1.7200 3.3639 0.39 0.07 0.05 0.1895
H -4.6795 -0.0697 3.2643 0.06 0.16 0.14 0.2097
H -1.9073 -1.1917 0.7183 0.08 0.11 -0.22 0.2217
H -3.7278 2.6077 3.9577 -0.13 -0.12 -0.08 0.2237
H 0.4197 1.4884 2.0075 -0.05 0.10 0.65 0.2095
H 2.1469 1.2521 -4.6773 -0.25 0.17 0.32 0.2271
```
Forces are in eV/Å.